a:
Computed, not measured: a 2-piece molecular cluster, C5H12N2 overall, with ωB97M-V/def2-TZVPD.

**HOMO-LUMO gap**: 10.551 eV
**SMILES string**: C/C=N/C.C1CN1

Bonds (Å) are listed after each position.
Atoms and positions in Å:
1 C -0.093 -2.024 -0.485  C2 1.484, H5 1.091, H6 1.089, H7 1.086
2 C -1.131 -0.963 -0.486  C1 1.484, N3 1.255, H8 1.104
3 N -1.142 -0.052 -1.348  C2 1.255, C4 1.429
4 C -2.130 0.979 -1.307  N3 1.429, H9 1.091, H10 1.100, H11 1.091
5 H 0.617 -1.817 0.317  C1 1.091
6 H -0.542 -2.999 -0.304  C1 1.089
7 H 0.439 -2.027 -1.431  C1 1.086
8 H -1.874 -1.013 0.329  C2 1.104
9 H -2.666 0.979 -2.257  C4 1.091
10 H -2.849 0.869 -0.482  C4 1.100
11 H -1.619 1.939 -1.214  C4 1.091
12 C 1.820 0.907 0.337  C13 1.477, N14 1.447, H15 1.081, H16 1.083
13 C 1.084 0.957 1.616  C12 1.477, N14 1.446, H17 1.084, H18 1.081
14 N 1.921 -0.176 1.291  C12 1.447, C13 1.446, H19 1.016
15 H 1.276 0.663 -0.565  C12 1.081
16 H 2.664 1.572 0.195  C12 1.083
17 H 1.401 1.655 2.382  C13 1.084
18 H 0.023 0.748 1.612  C13 1.081
19 H 2.800 -0.197 1.800  N14 1.016

=====

b:
Computed, not measured: one molecule with the formula C5H12N2, with ωB97M-V/def2-TZVPD.

**HOMO-LUMO gap**: 9.019 eV
**SMILES string**: C=C(N)C[C@H](C)N

Bonds (Å) are listed after each position.
Atoms and positions in Å:
1 C -2.011 -1.065 0.656  C2 1.368, H8 1.078, H9 1.083
2 C -0.661 -1.281 0.600  C1 1.368, N3 1.367, C4 1.535
3 N -0.013 -2.244 1.323  C2 1.367, H10 1.003, H11 1.010
4 C 0.088 -0.520 -0.503  C2 1.535, C5 1.595, H12 1.096, H13 1.089
5 C 0.756 0.902 -0.227  C4 1.595, C6 1.498, N7 1.492, H14 1.094
6 C -0.175 2.059 -0.421  C5 1.498, H15 1.094, H16 1.094, H17 1.097
7 N 2.054 1.017 -0.952  C5 1.492, H18 1.011, H19 1.012
8 H -2.728 -1.609 1.250  C1 1.078
9 H -2.289 -0.334 -0.092  C1 1.083
10 H -0.474 -2.585 2.146  N3 1.003
11 H 0.952 -2.050 1.551  N3 1.010
12 H 0.963 -1.180 -0.539  C4 1.096
13 H -0.513 -0.376 -1.400  C4 1.089
14 H 0.983 0.758 0.833  C5 1.094
15 H 0.320 3.033 -0.457  C6 1.094
16 H -0.900 2.067 0.399  C6 1.094
17 H -0.639 2.098 -1.414  C6 1.097
18 H 1.865 1.228 -1.923  N7 1.011
19 H 2.420 0.082 -0.830  N7 1.012

=====

Energy above the most stable structure, in eV: a 0.699; b 0.000

=====

a:
Computed, not measured: one molecule with the formula C5H12N2, with ωB97M-V/def2-TZVPD.

**HOMO-LUMO gap**: 9.487 eV
**SMILES string**: C=C(N)C[C@@H](C)N

Bonds (Å) are listed after each position.
Atoms and positions in Å:
1 C 2.194 -1.265 0.361  C2 1.264, H8 1.056, H9 1.079
2 C 0.934 -1.194 0.287  C1 1.264, N3 1.453, C4 1.530
3 N 0.021 -1.945 1.132  C2 1.453, H10 0.951, H11 1.042
4 C 0.094 -0.421 -0.733  C2 1.530, C5 1.525, H12 1.068, H13 1.121
5 C -0.829 0.612 -0.097  C4 1.525, C6 1.539, N7 1.480, H14 1.189
6 C -0.091 1.953 0.069  C5 1.539, H15 1.043, H16 1.158, H17 1.063
7 N -2.169 0.789 -0.699  C5 1.480, H18 1.093, H19 1.068
8 H 2.861 -1.903 0.875  C1 1.056
9 H 2.895 -0.858 -0.351  C1 1.079
10 H 0.315 -2.776 1.490  N3 0.951
11 H -0.997 -1.724 1.134  N3 1.042
12 H -0.478 -1.154 -1.257  C4 1.068
13 H 0.632 0.170 -1.519  C4 1.121
14 H -1.165 0.225 0.976  C5 1.189
15 H -0.757 2.709 0.342  C6 1.043
16 H 0.710 2.063 0.897  C6 1.158
17 H 0.481 2.047 -0.823  C6 1.063
18 H -2.464 1.772 -0.324  N7 1.093
19 H -2.186 0.902 -1.760  N7 1.068

=====

b:
Computed, not measured: a 3-piece molecular cluster, C5H12N2 overall, with ωB97M-V/def2-TZVPD.

**HOMO-LUMO gap (alpha / beta)**: 8.347 / 8.231 eV

Bonds (Å) are listed after each position.
Atoms and positions in Å:
1 C 1.760 -0.516 -0.842  C4 1.487, H9 1.083, H10 1.083
2 C -0.243 1.647 0.083  N5 1.456, H11 1.091, H12 1.088, H13 1.090
3 C -2.871 0.283 0.045  H14 1.084, H15 1.083, H16 1.082
4 C 2.488 -0.594 0.453  C1 1.487, H17 1.102, H18 1.093, H19 1.094
5 N -0.602 0.392 -0.561  C2 1.456, C6 1.241
6 C -0.474 -0.764 -0.129  N5 1.241, N7 1.224
7 N -0.588 -1.976 0.003  C6 1.224, H8 1.013
8 H -1.360 -2.408 0.497  N7 1.013
9 H 1.904 0.361 -1.462  C1 1.083
10 H 1.632 -1.427 -1.411  C1 1.083
11 H -0.285 1.589 1.171  C2 1.091
12 H -0.938 2.410 -0.263  C2 1.088
13 H 0.759 1.947 -0.226  C2 1.090
14 H -2.906 0.376 1.124  C3 1.084
15 H -3.266 -0.641 -0.362  C3 1.083
16 H -3.104 1.181 -0.512  C3 1.082
17 H 3.554 -0.828 0.300  C4 1.102
18 H 2.083 -1.383 1.092  C4 1.093
19 H 2.458 0.353 1.000  C4 1.094

=====

c:
Computed, not measured: one molecule with the formula C5H12N2, with ωB97M-V/def2-TZVPD.

**HOMO-LUMO gap**: 10.143 eV
**SMILES string**: [H]/N=C(\C)[C@@H](N)CC

Bonds (Å) are listed after each position.
Atoms and positions in Å:
1 H -0.090 2.736 0.674  N2 1.026
2 N -0.420 1.893 0.192  H1 1.026, C3 1.306
3 C 0.542 1.017 0.082  N2 1.306, C4 1.512, C5 1.505
4 C 1.843 1.205 0.829  C3 1.512, H9 1.093, H10 1.093, H11 1.093
5 C 0.309 -0.229 -0.729  C3 1.505, N6 1.448, C7 1.707, H12 1.093
6 N 1.056 -1.389 -0.290  C5 1.448, H13 1.018, H14 1.016
7 C -1.370 -0.511 -0.849  C5 1.707, C8 1.515, H15 1.093, H16 1.094
8 C -1.995 -0.943 0.462  C7 1.515, H17 1.094, H18 1.096, H19 1.094
9 H 2.686 0.980 0.170  C4 1.093
10 H 1.881 0.535 1.692  C4 1.093
11 H 1.943 2.235 1.181  C4 1.093
12 H 0.511 -0.015 -1.781  C5 1.093
13 H 0.896 -2.179 -0.912  N6 1.018
14 H 2.061 -1.245 -0.256  N6 1.016
15 H -1.885 0.365 -1.251  C7 1.093
16 H -1.476 -1.297 -1.603  C7 1.094
17 H -1.572 -1.889 0.813  C8 1.094
18 H -3.075 -1.083 0.339  C8 1.096
19 H -1.845 -0.186 1.237  C8 1.094

=====

Energy above the most stable structure, in eV: a 1.272; b 5.180; c 0.000

=====

a:
Computed, not measured: one molecule with the formula C5H12N2, with ωB97M-V/def2-TZVPD.

**HOMO-LUMO gap**: 8.848 eV
**SMILES string**: N/C=C/CCCN

Bonds (Å) are listed after each position.
Atoms and positions in Å:
1 N -2.729 0.931 1.726  C2 1.399, H8 1.005, H9 1.005
2 C -2.088 0.850 0.486  N1 1.399, C3 1.331, H10 1.089
3 C -0.823 0.468 0.330  C2 1.331, C4 1.499, H11 1.090
4 C 0.138 0.734 -0.789  C3 1.499, C5 1.532, H12 1.094, H13 1.096
5 C 0.846 -0.452 -1.450  C4 1.532, C6 1.512, H14 1.095, H15 1.098
6 C 1.389 -1.502 -0.507  C5 1.512, N7 1.449, H16 1.096, H17 1.080
7 N 1.944 -0.885 0.680  C6 1.449, H18 1.008, H19 1.006
8 H -2.119 0.972 2.525  N1 1.005
9 H -3.470 1.599 1.848  N1 1.005
10 H -2.724 1.207 -0.322  C2 1.089
11 H -0.337 0.124 1.243  C3 1.090
12 H -0.320 1.388 -1.537  C4 1.094
13 H 0.872 1.424 -0.356  C4 1.096
14 H 1.668 -0.134 -2.100  C5 1.095
15 H 0.172 -0.770 -2.257  C5 1.098
16 H 0.585 -2.197 -0.240  C6 1.096
17 H 2.094 -2.127 -1.036  C6 1.080
18 H 2.523 -0.094 0.443  N7 1.008
19 H 2.380 -1.533 1.314  N7 1.006

=====

b:
Computed, not measured: one molecule with the formula C5H12N2, with ωB97M-V/def2-TZVPD.

**HOMO-LUMO gap**: 10.417 eV
**SMILES string**: CCCC/N=C\N

Bonds (Å) are listed after each position.
Atoms and positions in Å:
1 C -2.646 -0.676 -0.422  C2 1.521, H8 1.093, H9 1.094, H10 1.092
2 C -1.930 0.223 0.574  C1 1.521, C3 1.535, H11 1.086, H12 1.097
3 C -0.687 0.911 -0.008  C2 1.535, C4 1.519, H13 1.094, H14 1.092
4 C 0.422 -0.065 -0.358  C3 1.519, N5 1.455, H15 1.094, H16 1.095
5 N 1.594 0.656 -0.832  C4 1.455, C6 1.251
6 C 2.711 0.428 -0.315  N5 1.251, N7 1.448, H17 1.093
7 N 2.970 -0.554 0.719  C6 1.448, H18 1.007, H19 1.018
8 H -2.018 -1.518 -0.725  C1 1.093
9 H -3.546 -1.134 -0.003  C1 1.094
10 H -2.929 -0.131 -1.326  C1 1.092
11 H -2.595 1.003 0.932  C2 1.086
12 H -1.627 -0.359 1.453  C2 1.097
13 H -0.325 1.626 0.736  C3 1.094
14 H -0.966 1.467 -0.906  C3 1.092
15 H 0.110 -0.755 -1.148  C4 1.094
16 H 0.687 -0.702 0.493  C4 1.095
17 H 3.637 0.919 -0.623  C6 1.093
18 H 3.522 -0.103 1.431  N7 1.007
19 H 3.617 -1.235 0.328  N7 1.018

=====

c:
Computed, not measured: a 2-piece molecular cluster, C5H12N2 overall, with ωB97M-V/def2-TZVPD.

**HOMO-LUMO gap**: 9.601 eV
**SMILES string**: [H]/N=C(/C)C=C.CN

Bonds (Å) are listed after each position.
Atoms and positions in Å:
1 H 0.093 1.789 -1.322  N2 1.019
2 N -0.270 0.870 -1.573  H1 1.019, C3 1.271
3 C -0.661 0.160 -0.595  N2 1.271, C4 1.501, C5 1.597
4 C -1.233 -1.193 -0.902  C3 1.501, H7 1.088, H8 1.089, H9 1.089
5 C -1.224 0.832 0.741  C3 1.597, C6 1.329, H10 1.088
6 C -2.056 0.278 1.617  C5 1.329, H11 1.081, H12 1.081
7 H -2.311 -1.126 -1.038  C4 1.088
8 H -1.036 -1.883 -0.083  C4 1.089
9 H -0.796 -1.564 -1.828  C4 1.089
10 H -0.982 1.890 0.833  C5 1.088
11 H -2.380 -0.749 1.539  C6 1.081
12 H -2.407 0.811 2.490  C6 1.081
13 C 2.582 0.314 -0.227  N14 1.460, H15 1.090, H16 1.093, H17 1.099
14 N 1.650 -0.563 0.477  C13 1.460, H18 1.019, H19 1.034
15 H 3.526 -0.212 -0.368  C13 1.090
16 H 2.752 1.205 0.382  C13 1.093
17 H 2.210 0.635 -1.210  C13 1.099
18 H 1.557 -1.460 0.001  N14 1.019
19 H 0.984 -0.034 1.064  N14 1.034

=====

d:
Computed, not measured: one molecule with the formula C5H12N2, with ωB97M-V/def2-TZVPD.

**HOMO-LUMO gap**: 8.857 eV
**SMILES string**: C[C@H](N)C/C=C\N

Bonds (Å) are listed after each position.
Atoms and positions in Å:
1 C 1.257 -0.704 1.512  C2 1.535, H8 1.083, H9 1.092, H10 1.099
2 C 1.028 -0.319 0.043  C1 1.535, N3 1.475, C4 1.541, H11 1.107
3 N 2.334 -0.259 -0.639  C2 1.475, H12 1.017, H13 1.011
4 C 0.149 0.932 -0.148  C2 1.541, C5 1.505, H14 1.099, H15 1.086
5 C -1.184 0.822 0.541  C4 1.505, C6 1.346, H16 1.079
6 C -2.269 0.362 -0.110  C5 1.346, N7 1.383, H17 1.080
7 N -2.195 -0.229 -1.359  C6 1.383, H18 0.988, H19 1.004
8 H 1.948 -1.530 1.627  C1 1.083
9 H 0.306 -0.816 2.038  C1 1.092
10 H 1.686 0.151 2.053  C1 1.099
11 H 0.370 -1.144 -0.290  C2 1.107
12 H 2.218 0.396 -1.408  N3 1.017
13 H 2.512 -1.161 -1.059  N3 1.011
14 H 0.725 1.779 0.253  C4 1.099
15 H 0.055 1.119 -1.214  C4 1.086
16 H -1.269 1.116 1.576  C5 1.079
17 H -3.266 0.506 0.277  C6 1.080
18 H -1.386 -0.589 -1.797  N7 0.988
19 H -3.017 -0.434 -1.897  N7 1.004

=====

Energy above the most stable structure, in eV: a 0.432; b 0.000; c 1.452; d 0.156

=====

a:
Computed, not measured: one molecule with the formula C3H7N3O, with ωB97M-V/def2-TZVPD.

**HOMO-LUMO gap**: 10.221 eV
**SMILES string**: [H]/N=C\N(/C=N/[H])OC

Bonds (Å) are listed after each position.
Atoms and positions in Å:
1 H 0.511 -2.007 -1.869  N2 1.025
2 N -0.234 -1.427 -2.270  H1 1.025, C3 1.275
3 C -0.454 -0.391 -1.561  N2 1.275, N4 1.409, H10 1.095
4 N 0.123 0.034 -0.348  C3 1.409, C5 1.395, O8 1.372
5 C 1.302 -0.447 0.221  N4 1.395, N6 1.272, H11 1.143
6 N 1.672 -0.069 1.378  C5 1.272, H7 1.062
7 H 2.616 -0.522 1.556  N6 1.062
8 O -0.312 1.262 0.082  N4 1.372, C9 1.461
9 C -1.306 1.099 1.140  O8 1.461, H12 1.140, H13 1.154, H14 1.124
10 H -1.164 0.361 -1.920  C3 1.095
11 H 1.818 -1.105 -0.559  C5 1.143
12 H -2.283 0.712 0.698  C9 1.140
13 H -0.824 0.369 1.893  C9 1.154
14 H -1.462 2.130 1.560  C9 1.124

=====

b:
Computed, not measured: one molecule with the formula C3H7N3O, with ωB97M-V/def2-TZVPD.

**HOMO-LUMO gap**: 10.049 eV
**SMILES string**: [H]/N=C/N/C(O)=N\C

Bonds (Å) are listed after each position.
Atoms and positions in Å:
1 H 3.624 1.550 0.149  N2 1.019
2 N 3.010 0.737 0.162  H1 1.019, C3 1.272
3 C 1.807 1.098 -0.045  N2 1.272, N4 1.391, H9 1.099
4 N 0.800 0.138 -0.056  C3 1.391, C5 1.374, H10 1.015
5 C -0.528 0.357 -0.333  N4 1.374, O6 1.345, N7 1.271
6 O -0.897 1.620 -0.611  C5 1.345, H11 0.995
7 N -1.517 -0.442 -0.375  C5 1.271, C8 1.427
8 C -1.495 -1.824 -0.021  N7 1.427, H12 1.099, H13 1.098, H14 1.094
9 H 1.437 2.118 -0.221  C3 1.099
10 H 1.108 -0.814 0.114  N4 1.015
11 H -1.845 1.328 -0.699  O6 0.995
12 H -1.079 -1.984 0.983  C8 1.099
13 H -0.945 -2.441 -0.744  C8 1.098
14 H -2.533 -2.171 -0.010  C8 1.094

=====

c:
Computed, not measured: one molecule with the formula C3H7N3O, with ωB97M-V/def2-TZVPD.

**HOMO-LUMO gap**: 9.504 eV
**SMILES string**: C=N/N=C(/O)CN

Bonds (Å) are listed after each position.
Atoms and positions in Å:
1 C 0.804 -1.446 1.964  N2 1.264, H8 1.075, H9 1.112
2 N 0.390 -0.498 1.237  C1 1.264, N3 1.352
3 N 1.117 -0.143 0.153  N2 1.352, C4 1.273
4 C 0.604 0.485 -0.829  N3 1.273, O5 1.344, C6 1.588
5 O 1.455 1.036 -1.711  C4 1.344, H10 0.972
6 C -0.933 0.718 -1.151  C4 1.588, N7 1.429, H11 1.088, H12 1.087
7 N -1.910 0.385 -0.162  C6 1.429, H13 1.014, H14 1.023
8 H 0.286 -1.623 2.889  C1 1.075
9 H 1.633 -2.135 1.690  C1 1.112
10 H 2.367 0.915 -1.395  O5 0.972
11 H -1.039 1.761 -1.442  C6 1.088
12 H -1.120 0.117 -2.038  C6 1.087
13 H -1.858 1.007 0.637  N7 1.014
14 H -1.798 -0.580 0.158  N7 1.023

=====

Energy above the most stable structure, in eV: a 2.492; b 0.000; c 1.345